1.
The following is a DFT calculation (ωB97M-V with the def2-TZVPD basis set) of a 9-piece molecular cluster, C26H77N6O9 overall.

ΔE to the lowest compared entry with this formula, charge and spin: 116.4 kcal per mole
E_tot: -2041.92488 a.u.
E_LUMO: -4.3 eV
Highest occupied orbital energy: -10.4 eV
Net charge: +1
Strongest force on any atom: 5.1 eV Å⁻¹

Cartesian coordinates (Å):
C  4.2012  -21.9325  12.6519
C  4.4828  -19.2610  17.6467
H  6.4950  -18.8118  23.8724
H  5.6087  -22.7816  11.2675
H  3.2610  -21.3841  12.5928
H  0.1180  -17.6962  19.5828
H  2.1044  -15.7463  15.9358
C  12.3874  -21.7232  18.0871
C  11.5938  -20.5319  17.4557
C  4.6474  -22.2712  11.2076
H  3.9727  -17.4000  21.2980
H  9.6919  -17.8281  20.8238
C  6.8722  -19.8215  23.7104
C  5.1214  -20.9845  9.2558
H  7.5669  -20.0234  24.5257
H  9.3125  -20.6561  20.8828
N  3.9296  -23.1338  13.4528
H  0.6509  -13.6299  17.2964
H  6.0815  -20.5644  23.8150
H  5.3468  -19.1647  18.3041
H  10.3764  -19.9283  21.8713
H  6.8343  -11.7073  22.0729
H  4.7977  -21.7515  8.5521
C  5.2043  -21.0974  13.3983
H  6.0311  -21.7847  13.5771
H  1.4475  -13.4033  16.0056
H  9.6494  -14.9782  14.3238
O  2.8233  -21.9351  15.4514
C  7.7708  -15.7458  17.5673
H  4.6216  -11.2386  21.5717
H  6.2467  -14.5994  15.7121
H  3.0915  -14.4992  18.4943
N  6.8428  -12.4609  21.4004
C  4.3878  -17.9369  16.9478
H  7.7588  -19.5804  15.3052
H  4.7421  -20.0916  8.7588
C  3.0682  -14.6112  17.4103
H  8.0600  -12.5417  16.8117
H  3.3902  -21.2603  15.8319
H  3.6111  -19.3784  18.2906
O  4.6061  -20.4637  16.9339
H  7.3815  -20.3828  16.8398
H  11.8817  -22.2320  18.9077
H  2.5980  -22.6267  16.0778
O  1.4445  -16.2068  19.1152
H  7.9943  -21.3092  15.5660
N  9.9233  -19.8566  20.9714
C  9.0208  -18.6781  20.9470
C  8.1153  -18.8033  19.7360
H  5.6279  -14.4257  19.8986
H  5.2601  -22.0461  17.3278
H  11.4591  -19.7316  19.2935
C  4.4339  -12.3093  21.4922
H  0.0984  -16.3994  17.3900
O  5.5427  -22.9605  17.4029
O  7.6559  -15.3865  14.4086
N  7.9445  -13.3081  17.4593
H  1.9243  -18.0660  19.7307
H  7.6887  -19.8047  19.6784
C  1.7753  -15.2262  16.8354
C  10.1103  -20.8937  17.1865
H  4.0927  -23.0309  10.6570
N  11.6969  -19.3783  18.3777
H  7.7951  -16.6844  17.0137
C  1.1340  -16.3719  17.7291
O  4.6121  -15.3932  21.3976
H  3.3842  -17.8261  16.5373
H  3.3900  -13.6955  16.9142
H  12.5235  -22.4417  17.2788
O  4.5698  -21.0269  10.5529
H  6.2036  -20.9538  9.3816
C  8.1012  -20.3255  16.0232
H  1.4151  -17.3546  17.3505
O  9.3835  -19.8962  16.4023
H  9.0286  -15.5579  12.7636
H  3.2388  -23.6945  12.9748
H  4.8172  -20.7679  14.3625
H  8.5063  -15.8377  18.3665
H  3.6647  -12.5497  22.2261
H  6.6218  -15.0597  21.1723
H  6.8141  -15.5860  18.0647
H  13.3765  -21.4511  18.4556
H  4.7078  -17.1680  17.6511
H  8.8168  -13.9374  13.3134
H  10.2013  -21.7414  16.5074
C  5.6611  -13.1858  21.7307
H  3.2089  -22.2966  14.6500
H  8.6914  -18.7151  18.8150
O  7.5155  -19.7089  22.5189
H  7.5042  -13.0628  21.8698
C  8.3785  -18.5695  22.3175
H  10.9236  -18.8076  18.0673
H  4.0212  -12.4601  20.4947
H  7.3330  -18.0654  19.5579
C  5.6640  -14.5773  20.9774
H  4.8948  -16.7830  19.8771
N  0.9024  -14.1261  16.4534
H  5.6185  -13.4390  22.7901
H  4.7819  -23.5125  17.2077
H  5.9984  -23.1197  18.2327
H  12.0043  -20.2716  16.4801
C  7.2856  -14.4361  15.4256
C  8.7909  -14.9731  13.6522
C  4.8123  -16.7904  20.9640
H  9.4741  -21.1031  18.0465
H  3.7939  -15.3502  17.0706
H  5.1834  -17.9424  16.2027
C  8.1443  -14.5225  16.7204
C  1.1114  -17.3540  19.8729
H  8.7490  -13.3392  18.0690
H  9.2119  -14.5329  16.5004
H  9.1592  -18.4584  23.0700
H  5.7603  -17.1563  21.3584
H  7.2406  -13.4272  15.0155
H  5.4647  -20.2263  12.7970
H  7.7258  -17.6985  22.3768
H  4.7561  -23.7112  13.3933
H  1.0950  -17.2136  20.9537

Atoms 1-6, force components in eV/Å:
C -0.78 -0.13 -0.98
C 0.03 -0.86 1.60
H -0.81 0.01 0.83
H 0.97 0.64 -0.09
H -0.15 0.06 -0.25
H 0.08 -0.50 -0.04

Löwdin atomic charge list, values in e, 6 entries: -0.413, -0.423, 0.085, 0.127, 0.150, 0.089



2.
The following is a DFT calculation (ωB97M-V with the def2-TZVPD basis set) of a 12-piece molecular cluster, C26H78N2O12 overall.

Structure (SMILES): COC[C@H](C)N.COC[C@H](C)N.CCO.CCO.CCO.CCO.CCO.CCO.CCO.CCO.CCO.O
ΔE to the lowest compared entry with this formula, charge and spin: 0.0 kcal per mole
E_tot: -2049.70795 a.u.
E_LUMO: 0.3 eV
Highest occupied orbital energy: -8.8 eV
Net charge: 0
Strongest force on any atom: 1.9 eV Å⁻¹

Cartesian coordinates (Å):
C  -1.5897  -4.4077  -5.0007
H  6.2293  2.8661  2.7847
H  -3.6810  -0.5492  -5.7850
H  -2.2372  0.7363  4.5975
H  0.6561  -1.4261  -0.5881
C  1.2299  5.4657  1.2047
H  -2.2365  -5.0052  -4.3487
C  -3.6907  -0.7361  1.0220
H  -2.2245  -1.2842  -5.1152
H  -3.3734  0.1104  0.4090
H  -4.3470  0.3507  -3.6386
O  -3.4702  -2.3952  -0.7688
H  -3.8189  -1.8113  -4.5079
H  -4.8833  2.0203  -0.6565
H  -2.8814  -5.8204  2.9273
C  0.7725  -3.0801  -2.5600
H  -0.4196  -4.8818  -2.6608
H  5.8088  2.1120  5.1170
H  -1.4566  2.5504  -1.5067
H  -2.7170  0.4994  -2.0359
H  1.1726  -3.8454  3.9064
H  -0.0400  4.4729  -2.2672
N  -0.1716  -2.1870  -1.8650
C  -2.0489  -5.5510  2.2796
H  -0.9548  -5.0839  -5.5802
H  4.1400  3.4004  1.5970
C  4.5149  -0.5176  -0.5524
H  0.4650  -5.3885  1.8520
H  -1.4976  4.6431  5.6644
H  -1.5626  -6.4690  1.9333
O  3.7735  -0.9525  0.5810
C  -0.2227  5.1677  1.5136
H  2.8088  -2.8198  2.7449
C  4.0756  2.8292  2.5279
O  -2.2531  2.0946  -1.1860
C  -4.4554  3.0148  -0.7828
O  -0.8471  -3.5077  -4.2047
H  0.9240  -1.4146  3.6130
C  5.8898  -0.1006  -0.0519
C  1.8324  0.7845  -3.6102
N  2.1755  -3.3506  2.1529
H  0.7170  1.0301  -0.9278
C  -2.9738  2.9788  -0.3383
H  1.3360  -2.4595  -3.2613
H  -4.7752  -0.8282  0.9736
H  -0.9845  1.6769  3.7639
H  0.7534  -4.7649  -3.9560
H  -2.6762  2.6811  6.1120
H  -0.5757  -2.3063  3.8888
C  -3.2921  0.1267  -3.8202
H  -3.2769  -1.6714  -1.3849
H  2.0833  0.2178  -2.7164
H  -2.2313  -3.8338  -5.6668
H  0.6963  3.1409  -2.0948
H  5.7476  0.7456  0.6222
H  -0.9684  2.3856  6.1092
H  0.3409  0.7720  2.0650
H  0.1072  2.1580  1.0546
O  -1.6209  4.0139  4.9498
C  0.4529  0.4116  -0.0561
H  -2.7616  1.0297  -4.1299
H  1.8077  4.5825  1.4809
O  2.0232  2.1877  -3.4692
H  6.3485  -0.8707  0.5691
H  1.7636  1.5328  1.3413
H  1.3893  5.6695  0.1476
H  6.5362  0.1279  -0.9002
C  -3.2401  -0.9660  -4.8790
C  5.3227  2.9226  3.3942
C  0.0003  -4.4469  2.1707
O  -2.7290  -0.3141  -2.5718
H  -0.1655  -1.7488  2.2424
C  -1.7936  2.7038  5.4628
H  2.0072  -2.6674  1.4153
H  -0.6255  4.3448  0.9162
H  2.8333  -0.7263  0.4562
O  -0.0454  3.6611  -1.7514
H  -2.9553  2.6282  0.6971
H  -0.9111  -2.7116  -1.4009
H  -2.5827  3.9971  -0.3574
H  0.1992  0.9558  -5.0180
H  -1.9338  6.0795  1.7046
C  0.2372  -2.1411  3.1787
C  1.7554  -3.6610  -1.5718
O  1.1014  -0.8293  0.0758
H  4.5992  -1.3332  -1.2769
H  -0.6183  0.2198  -0.1843
H  -0.3257  4.8673  2.5621
H  -2.6862  2.1077  3.6087
H  -2.4732  -5.0221  1.4172
H  -5.0369  3.7668  -0.2534
H  4.0504  0.3682  -0.9958
H  2.0775  2.5685  -4.3487
H  -3.3836  -0.5482  2.0527
H  2.4353  -2.9132  -1.1569
C  -1.9291  1.7392  4.3047
H  5.3339  3.9130  3.8646
H  0.3117  -0.6223  -4.2680
H  1.2753  -4.0480  -0.6679
C  0.9315  -3.5008  2.8970
O  5.1686  1.9599  4.4168
H  -0.3342  -4.0024  1.2168
H  3.8059  1.8195  2.2141
C  0.4147  0.4469  -4.0751
H  -0.6658  -1.6452  -2.5687
H  3.2005  3.2345  3.0401
H  -4.4525  3.2542  -1.8479
H  -3.2158  -2.8609  1.1692
H  2.3605  -4.4517  -2.0174
H  -1.9248  -1.8543  0.5277
H  -0.3307  0.7733  -3.3473
C  -3.0107  -2.0135  0.5142
H  1.5546  6.2813  1.8504
O  -1.1427  -4.7169  2.9532
C  0.0540  -4.1718  -3.3530
C  0.7249  1.2613  1.1674
O  -1.0723  6.3096  1.3482
H  2.4749  0.4649  -4.4381

Atoms 1-6, force components in eV/Å:
C -0.38 0.00 0.41
H 0.13 -0.57 0.18
H -0.15 -0.23 -0.06
H 0.13 0.03 0.26
H 0.21 0.12 -0.12
C -0.56 -0.19 0.27

Löwdin atomic charge list, values in e, 6 entries: -0.101, 0.105, 0.078, 0.075, 0.030, -0.067



Q: Which value of strongest force on any atom does entry 2 give?
A: 1.9 eV Å⁻¹



Q: Which of these has the lowest ΔE to the lowest compared entry with this formula, charge and spin?
A: C26H78N2O12